Record 1
Here is a cluster of 2 separate species, C2H2FI in total at a distorted geometry from OMol25. Energies are from the ωB97M-V functional and the def2-TZVPD basis.

```
6
C2H2FI (the ωB97M-V functional and the def2-TZVPD basis)
C -0.97283 0.63574 -0.37575
I 1.14663 -0.66709 2.04549
F 1.13959 -1.43836 -0.66276
H -1.14474 0.50685 -1.40639
C 0.90260 -0.36391 0.00468
H -1.07125 1.32677 0.39472
```

Properties
orbital gap (alpha / beta)	7.7 / 8.6	eV
HOMO energy (alpha / beta)	-0.3031 / -0.3506	Ha



Record 2
Here is a structure of composition C2H2FLiO2 at a distorted geometry from OMol25. Energies are from the ωB97M-V functional and the def2-TZVPD basis.

```
8
C2H2FLiO2 (the ωB97M-V functional and the def2-TZVPD basis)
H 1.46014 -0.78644 0.73866
Li -1.51857 1.31023 0.00665
C 0.19474 -0.25596 -0.96722
C 0.57457 -0.25621 0.37941
O -0.09010 0.56100 1.22387
F 1.03037 -0.98729 -1.77403
H -0.87717 0.12731 1.90713
O -0.77397 0.28737 -1.51447
```

Properties
orbital gap	6.3	eV
HOMO energy	-0.2623	Ha



Record 3
Here is a structure of composition C2H2FMgO at a distorted geometry from OMol25. Energies are from the ωB97M-V functional and the def2-TZVPD basis.

```
7
C2H2FMgO (the ωB97M-V functional and the def2-TZVPD basis)
C -0.21315 -0.07593 0.24380
F 0.22696 2.31148 0.58723
O 0.15073 0.00182 1.42171
C -0.25857 -0.64426 -0.91624
H 0.42208 1.74964 1.50236
H -0.09406 -0.05209 -1.81944
Mg -0.48911 -2.77819 -1.06698
```

Properties
orbital gap (alpha / beta)	7.2 / 7.1	eV
expectation value of S²	0.7520
HOMO energy (alpha / beta)	-0.2706 / -0.3220	Ha
multiplicity	2



Record 4
Here is the molecule C2H2FN3O at a distorted geometry from OMol25. Energies are from the ωB97M-V functional and the def2-TZVPD basis.

```
9
C2H2FN3O (the ωB97M-V functional and the def2-TZVPD basis)
O -2.11825 -0.42460 0.20708
F 2.00475 -1.74099 -0.10176
C -1.18700 0.19374 -0.46932
N -0.51764 1.18891 -0.17323
H -2.26182 0.03447 1.06171
N 1.67459 0.58259 0.16731
C 1.31757 -0.59292 -0.07036
N 0.73894 1.50041 -0.14920
H 0.34888 -0.74161 -0.47221
```

Properties
orbital gap (alpha / beta)	8.0 / 8.0	eV
HOMO energy (alpha / beta)	-0.3357 / -0.3357	Ha



Going through the records in order, we get total energy values of -12918.004 -9123.369 -12312.980 -11335.778 eV.
Going through the records in order, we get energy relative to the best compared isomer or geometry (same formula, charge and spin) values of 496.3 0.0 158.2 459.3 kJ/mol.